274
Properties=species:S:1:pos:R:3 method="wB97M-V/def2-TZVPD" relative_energy_kj_mol=174.2 smiles=CC1(C)CCCC(C)(C)N1O.CC1(C)CCCC(C)(C)N1O.CC1(C)CCCC(C)(C)N1O.CC1(C)CCCC(C)(C)N1O.CC1(C)CCCC(C)(C)N1O.CC1(C)CCCC(C)(C)N1O.CC1(C)CCCC(C)(C)N1O.CC1(C)CCCC(C)(C)N1O.COC[C@H](C)N.COC[C@H](C)N homo_lumo_gap_ha=0.332 e_tot_ev=-121145.072 largest_force_ha_per_bohr=0.0647
C -1.724 3.787 3.504
C -2.369 5.060 3.884
C -3.918 4.780 4.045
C -1.857 5.474 5.219
C -2.313 6.906 5.638
C -1.671 7.770 4.601
C -2.207 7.502 3.111
C -3.659 7.882 3.038
C -1.370 8.331 2.135
N -1.962 6.078 2.930
O -2.529 5.713 1.624
H -2.171 3.215 2.691
H -0.718 4.027 3.214
H -1.772 3.152 4.380
H -4.077 3.856 4.610
H -4.380 5.589 4.603
H -4.270 4.706 3.010
H -2.031 4.825 6.062
H -0.761 5.558 5.156
H -3.414 7.084 5.640
H -2.069 7.070 6.712
H -0.569 7.580 4.537
H -1.918 8.837 4.829
H -4.261 7.457 2.175
H -3.800 8.967 2.920
H -4.383 7.549 3.822
H -0.283 8.191 2.273
H -1.606 9.368 2.439
H -1.674 8.151 1.116
H -1.772 5.350 1.129
C -3.590 2.026 -5.066
C -2.147 1.522 -5.131
C -1.283 2.308 -6.072
C -1.490 1.626 -3.751
C -0.183 0.910 -3.568
C -0.444 -0.545 -3.949
C -1.039 -0.707 -5.366
C 0.109 -0.444 -6.392
C -1.527 -2.190 -5.519
N -2.285 0.131 -5.485
O -2.714 -0.102 -6.846
H -3.665 3.039 -4.764
H -4.081 1.888 -6.015
H -4.039 1.459 -4.280
H -1.601 2.187 -7.083
H -1.250 3.400 -5.797
H -0.248 2.057 -6.007
H -1.445 2.678 -3.542
H -2.258 1.245 -3.119
H 0.687 1.270 -4.170
H 0.171 0.945 -2.499
H -1.212 -0.953 -3.240
H 0.372 -1.281 -3.779
H 0.667 -1.378 -6.530
H 0.792 0.385 -6.130
H -0.175 -0.208 -7.414
H -0.625 -2.670 -5.145
H -1.711 -2.476 -6.569
H -2.322 -2.342 -4.753
H -3.571 -0.506 -6.746
C 3.369 -5.194 -1.648
C 3.071 -4.351 -2.912
C 1.565 -4.356 -2.946
C 3.703 -2.978 -2.733
C 3.864 -2.134 -4.051
C 4.494 -3.045 -5.106
C 3.678 -4.317 -5.299
C 2.252 -3.981 -5.845
C 4.324 -5.240 -6.269
N 3.727 -4.987 -4.031
O 2.923 -6.255 -4.097
H 3.001 -6.213 -1.783
H 4.421 -5.249 -1.433
H 2.867 -4.719 -0.746
H 1.169 -4.237 -1.911
H 1.153 -3.520 -3.511
H 1.185 -5.287 -3.338
H 3.184 -2.416 -1.954
H 4.762 -3.107 -2.370
H 2.941 -1.651 -4.409
H 4.416 -1.228 -3.855
H 5.412 -3.463 -4.626
H 4.655 -2.538 -6.091
H 1.863 -3.199 -5.212
H 1.620 -4.866 -5.790
H 2.198 -3.549 -6.855
H 3.678 -6.149 -6.404
H 5.300 -5.598 -6.005
H 4.467 -4.699 -7.243
H 3.556 -6.987 -4.239
C -1.864 -6.286 0.778
C -3.347 -6.765 0.675
C -3.751 -7.373 1.990
C -4.397 -5.631 0.363
C -4.379 -5.104 -1.056
C -4.469 -6.170 -2.105
C -3.504 -7.363 -1.871
C -3.912 -8.633 -2.584
C -2.016 -7.054 -2.311
N -3.649 -7.764 -0.420
O -2.900 -8.955 -0.200
H -1.643 -6.073 1.814
H -1.178 -7.096 0.572
H -1.594 -5.592 0.014
H -3.161 -8.271 2.097
H -3.647 -6.687 2.850
H -4.795 -7.650 1.938
H -5.368 -5.977 0.670
H -4.213 -4.816 1.083
H -5.290 -4.443 -1.183
H -3.466 -4.611 -1.434
H -4.324 -5.766 -3.117
H -5.493 -6.572 -2.128
H -3.092 -9.328 -2.605
H -4.024 -8.344 -3.583
H -4.831 -9.135 -2.241
H -1.527 -6.358 -1.616
H -2.013 -6.635 -3.302
H -1.297 -7.849 -2.330
H -1.977 -8.665 -0.223
C -2.598 -2.356 3.885
C -3.638 -1.234 3.954
C -2.925 0.054 4.488
C -4.311 -0.769 2.660
C -5.461 -1.605 2.162
C -6.484 -1.847 3.324
C -5.793 -2.431 4.560
C -6.862 -2.510 5.668
C -5.286 -3.841 4.333
N -4.744 -1.532 4.939
O -4.101 -2.077 6.167
H -2.581 -2.989 4.784
H -2.688 -3.000 3.016
H -1.622 -1.862 3.678
H -2.172 -0.156 5.239
H -2.404 0.513 3.611
H -3.626 0.764 4.810
H -4.581 0.291 2.873
H -3.522 -0.625 1.882
H -5.955 -1.187 1.277
H -5.066 -2.587 1.820
H -7.128 -2.666 3.046
H -7.068 -0.934 3.555
H -6.479 -2.938 6.608
H -7.731 -3.118 5.307
H -7.274 -1.530 5.976
H -4.376 -3.878 3.714
H -6.031 -4.449 3.823
H -4.961 -4.346 5.233
H -4.155 -1.323 6.766
C 3.351 3.514 -2.862
C 4.353 2.375 -2.770
C 3.834 1.083 -2.119
C 4.889 2.126 -4.161
C 6.231 1.385 -4.223
C 7.243 2.256 -3.478
C 6.846 2.539 -1.992
C 7.239 1.278 -1.183
C 7.740 3.681 -1.581
N 5.436 2.968 -1.888
O 5.074 2.543 -0.554
H 2.645 3.420 -3.637
H 2.849 3.661 -1.921
H 3.898 4.445 -2.981
H 4.528 0.263 -1.924
H 3.301 1.286 -1.215
H 3.141 0.553 -2.770
H 4.146 1.582 -4.730
H 4.977 3.096 -4.611
H 6.290 0.324 -3.851
H 6.498 1.360 -5.273
H 7.326 3.192 -4.031
H 8.255 1.804 -3.473
H 6.921 1.406 -0.127
H 8.289 1.091 -1.207
H 6.665 0.414 -1.422
H 7.642 3.981 -0.506
H 7.388 4.578 -2.157
H 8.824 3.544 -1.723
H 5.100 3.410 -0.101
C 0.726 -3.722 1.806
C 1.971 -3.093 2.426
C 1.566 -2.204 3.641
C 2.891 -4.113 3.040
C 4.256 -3.612 3.486
C 4.891 -2.925 2.319
C 4.029 -1.823 1.701
C 3.862 -0.523 2.609
C 4.650 -1.529 0.361
N 2.725 -2.485 1.386
O 1.823 -1.412 0.950
H 0.176 -4.256 2.604
H 0.118 -2.897 1.487
H 1.029 -4.450 1.058
H 2.491 -1.848 4.108
H 0.953 -1.310 3.402
H 0.920 -2.768 4.346
H 2.490 -4.595 3.962
H 3.111 -4.833 2.259
H 4.109 -3.019 4.403
H 4.886 -4.390 3.855
H 4.905 -3.749 1.612
H 5.912 -2.607 2.381
H 4.659 0.238 2.442
H 3.974 -0.665 3.729
H 2.874 -0.153 2.432
H 4.046 -0.812 -0.191
H 4.645 -2.495 -0.226
H 5.653 -1.153 0.575
H 1.737 -1.594 0.001
C 5.827 5.767 3.687
C 4.486 5.056 3.446
C 4.739 3.553 3.600
C 3.539 5.582 4.564
C 2.068 5.337 4.268
C 1.643 5.877 2.909
C 2.535 5.212 1.784
C 2.460 3.730 1.562
C 2.190 5.965 0.467
N 3.918 5.620 2.185
O 4.835 5.222 1.159
H 5.710 6.878 3.770
H 6.596 5.676 2.910
H 6.197 5.332 4.601
H 5.132 3.376 4.639
H 5.400 3.245 2.811
H 3.809 3.031 3.482
H 3.942 5.306 5.543
H 3.590 6.659 4.660
H 1.459 5.709 5.123
H 1.899 4.262 4.335
H 1.869 6.934 2.893
H 0.619 5.710 2.651
H 2.363 3.122 2.472
H 1.690 3.451 0.831
H 3.407 3.399 1.199
H 1.125 6.162 0.440
H 2.687 6.901 0.403
H 2.567 5.392 -0.348
H 4.996 6.080 0.766
C -5.149 4.070 0.066
O -5.849 2.918 -0.358
C -4.958 1.872 -0.554
C -5.714 0.677 -1.063
C -4.826 -0.454 -1.436
N -6.632 0.956 -2.175
H -5.889 4.804 0.259
H -4.454 4.475 -0.633
H -4.528 3.893 0.963
H -4.244 2.220 -1.306
H -4.424 1.668 0.330
H -6.368 0.373 -0.230
H -5.486 -1.269 -1.747
H -4.236 -0.864 -0.621
H -4.135 -0.125 -2.187
H -6.155 0.762 -3.052
H -6.966 1.890 -2.133
C -1.965 -2.003 -0.175
O -1.940 -0.688 0.351
C -1.145 0.256 -0.355
C -1.195 1.544 0.483
C -0.590 2.778 -0.226
N -0.584 1.427 1.795
H -2.471 -2.713 0.490
H -0.903 -2.252 -0.358
H -2.387 -1.952 -1.149
H -0.148 -0.210 -0.472
H -1.541 0.504 -1.347
H -2.203 1.843 0.599
H -1.117 2.979 -1.151
H 0.441 2.675 -0.560
H -0.535 3.555 0.548
H -0.877 0.537 2.134
H 0.420 1.499 1.665